Run P
Here is a 2-piece molecular cluster, C2H3ClN2 overall from the Open Molecules 2025 dataset. Energies are from ωB97M-V with the def2-TZVPD basis set.

Structure (ORCA input):
```
! RIJCOSX wB97M-V def2-TZVPD def2/J DEFGRID3
* xyz 2 1
C 0.56 -1.38 1.94
C -0.19 0.59 -0.68
N -0.09 0.06 0.34
N -0.34 1.28 -1.75
Cl 0.35 -2.84 1.53
H 0.95 -0.60 2.69
H -0.52 0.70 -2.57
H -0.72 2.18 -1.50
*
```

As for the HOMO energy: -0.7339 hartree. The calculation puts the LUMO energy at -14.30 eV.



Run Q
Here is a 2-piece molecular cluster, C2H3ClN2 overall from the Open Molecules 2025 dataset. Energies are from ωB97M-V with the def2-TZVPD basis set.

Structure (ORCA input):
```
! RIJCOSX wB97M-V def2-TZVPD def2/J DEFGRID3
* xyz 2 1
C 3.08 3.07 0.41
C 0.24 0.29 -0.13
N 1.14 0.99 -0.37
N -0.60 -0.59 0.28
Cl 4.17 3.42 1.32
H 1.43 1.72 -0.92
H -1.59 -0.41 0.56
H -0.60 -1.57 0.41
*
```

As for the HOMO energy: -0.7558 hartree. The calculation puts the LUMO energy at -11.98 eV.



Going by the computed energies, the most stable comes first: run Q, run P.



Run P
Here is C5H7N3 as an isolated structure from the Open Molecules 2025 dataset. Energies are from ωB97M-V with the def2-TZVPD basis set.

Structure (ORCA input):
```
! RIJCOSX wB97M-V def2-TZVPD def2/J DEFGRID3
* xyz 0 1
C 0.17 -0.23 -0.66
C 1.35 0.25 -1.26
C 2.09 0.79 -0.03
C 1.32 0.43 1.04
C -2.27 -0.44 0.92
H -1.74 -1.44 -0.84
H -0.49 -0.63 -2.65
H 1.68 0.28 -2.36
H 2.99 1.56 0.03
H 1.26 0.69 1.98
H -3.00 -0.58 1.63
H -2.39 -0.90 -0.01
N -1.03 -0.47 -1.47
N 0.04 -0.08 0.54
N -1.06 0.02 1.24
*
```

As for the HOMO energy: -0.2819 hartree. The calculation puts the LUMO energy at 0.39 eV.



Run Q
Here is a 2-piece molecular cluster, C5H7N3 overall from the Open Molecules 2025 dataset. Energies are from ωB97M-V with the def2-TZVPD basis set.

Structure (ORCA input):
```
! RIJCOSX wB97M-V def2-TZVPD def2/J DEFGRID3
* xyz 0 1
C -2.40 0.58 0.34
C -2.43 -0.78 -0.13
C 2.10 -0.72 -0.09
C 1.72 0.62 0.54
C 0.86 0.06 -0.52
N -1.10 0.97 0.31
N -1.23 -1.11 -0.46
N -0.44 -0.09 -0.17
H -3.22 1.22 0.69
H -3.29 -1.50 -0.21
H 2.85 -0.87 -0.87
H 1.85 -1.67 0.52
H 1.44 0.78 1.59
H 2.45 1.39 0.36
H 0.82 1.11 -1.91
*
```

As for the HOMO energy: -0.3358 hartree. The calculation puts the LUMO energy at 0.16 eV.



Run R
Here is C5H7N3 in the gas phase from the Open Molecules 2025 dataset. Energies are from ωB97M-V with the def2-TZVPD basis set.

Structure (ORCA input):
```
! RIJCOSX wB97M-V def2-TZVPD def2/J DEFGRID3
* xyz 0 1
H 3.51 0.19 0.02
N 2.66 -0.35 0.02
C 1.69 0.45 0.02
N 0.39 -0.02 0.02
C 0.03 -1.38 -0.05
C -1.30 -1.54 -0.02
C -1.96 -0.17 0.06
C -0.75 0.78 0.01
N -0.72 2.04 -0.05
H -1.69 2.38 -0.01
H 1.73 1.55 0.00
H 0.83 -2.13 -0.07
H -1.80 -2.49 -0.02
H -2.63 0.01 -0.78
H -2.51 -0.03 0.98
*
```

The SMILES is [H]/N=C/N1C=CC/C1=N\[H]. As for the HOMO energy: -0.3078 hartree. The calculation puts the LUMO energy at 0.95 eV.



Going by the computed energies, the most stable comes first: run R, run Q, run P.



Run P
Here is C5H7N3 in the gas phase from the Open Molecules 2025 dataset. Energies are from ωB97M-V with the def2-TZVPD basis set.

Structure (ORCA input):
```
! RIJCOSX wB97M-V def2-TZVPD def2/J DEFGRID3
* xyz 0 1
C 1.77 0.11 0.19
C 0.94 -0.89 -0.10
N -0.20 -0.52 -0.80
C -1.52 -0.86 -0.34
C -1.99 0.43 0.31
N -1.19 1.40 0.12
N -0.18 1.07 -0.67
C 1.17 1.42 -0.27
H 2.74 0.05 0.64
H 1.10 -1.94 0.11
H -1.53 -1.70 0.36
H -2.15 -1.10 -1.20
H -2.92 0.54 0.84
H 1.16 2.18 0.52
H 1.70 1.81 -1.14
*
```

The SMILES is C1=CN2CC=NN2C1. As for the HOMO energy: -0.2931 hartree. The calculation puts the LUMO energy at 1.08 eV.



Run Q
Here is C5H7N3 in the gas phase from the Open Molecules 2025 dataset. Energies are from ωB97M-V with the def2-TZVPD basis set.

Structure (ORCA input):
```
! RIJCOSX wB97M-V def2-TZVPD def2/J DEFGRID3
* xyz 0 1
C -3.27 0.20 -0.16
N -2.12 -0.25 -0.48
N -1.27 -0.96 0.41
C 0.01 -0.76 0.39
C 0.86 0.23 -0.29
C 0.78 1.56 0.43
C 2.29 -0.12 -0.43
N 3.40 -0.60 -0.11
H -3.80 1.01 -0.83
H -3.88 0.26 0.87
H 0.54 -1.50 1.10
H 0.49 0.45 -1.23
H 1.15 2.39 -0.42
H 1.62 1.50 1.37
H -0.21 1.87 0.70
*
```

The SMILES is C=N/N=C\[C@@H](C)C#N. As for the HOMO energy: -0.3435 hartree. The calculation puts the LUMO energy at 0.07 eV.



Going by the computed energies, the most stable comes first: run P, run Q.



Run P
Here is C5H10N2 in the gas phase from the Open Molecules 2025 dataset. Energies are from ωB97M-V with the def2-TZVPD basis set.

Structure (ORCA input):
```
! RIJCOSX wB97M-V def2-TZVPD def2/J DEFGRID3
* xyz 0 1
C 2.02 -0.72 -0.53
C 1.21 0.17 0.06
N 1.69 1.29 0.71
C -0.30 0.06 -0.07
C -1.01 1.27 -0.60
C -0.83 -1.06 0.43
N -2.22 -1.39 0.41
H 1.63 -1.59 -1.05
H 3.10 -0.61 -0.51
H 2.66 1.21 0.99
H 1.09 1.59 1.47
H -1.20 1.98 0.21
H -1.96 1.01 -1.06
H -0.41 1.77 -1.36
H -0.25 -1.90 0.80
H -2.41 -2.35 0.15
H -2.83 -0.73 -0.07
*
```

The SMILES is C=C(N)/C(C)=C/N. As for the HOMO energy: -0.2858 hartree. The calculation puts the LUMO energy at 0.96 eV.



Run Q
Here is C5H10N2 in the gas phase from the Open Molecules 2025 dataset. Energies are from ωB97M-V with the def2-TZVPD basis set.

Structure (ORCA input):
```
! RIJCOSX wB97M-V def2-TZVPD def2/J DEFGRID3
* xyz 0 1
H 0.56 -1.63 2.03
N 0.77 -0.65 2.20
C 0.63 0.06 1.12
N 0.94 1.38 1.23
C 0.23 -0.58 -0.23
C -1.00 -1.49 -0.13
C 0.06 0.38 -1.39
C -0.68 1.50 -1.40
H 1.33 1.82 0.41
H 1.46 1.58 2.08
H 1.09 -1.22 -0.47
H -0.95 -2.27 -0.90
H -1.93 -0.93 -0.28
H -1.08 -1.99 0.84
H 0.56 0.09 -2.32
H -1.22 1.83 -0.51
H -0.77 2.11 -2.29
*
```

The SMILES is [H]/N=C(/N)[C@@H](C)C=C. As for the HOMO energy: -0.3317 hartree. The calculation puts the LUMO energy at 0.97 eV.



Going by the computed energies, the most stable comes first: run Q, run P.